1.
Entry from the OMol25 dataset: 2 unconnected molecules or ions with the total composition H2N2O4 in a non-equilibrium geometry (ωB97M-V with the def2-TZVPD basis set).

Structure (XYZ):
```
8
Properties=species:S:1:pos:R:3:forces:R:3:lowdin_charge:R:1
O -2.37616 -0.70330 -1.17984 -1.3738 -3.9395 -3.8101 0.166
N -1.95896 0.05346 -0.43933 2.0747 1.7961 1.8546 -0.504
O -2.51958 0.95267 0.07489 -0.2121 1.4457 1.0976 0.134
O -0.64113 -0.09271 0.01189 -0.8498 1.8110 2.9678 0.066
H 0.08299 -0.46477 -0.45677 0.2777 -1.0112 -2.0959 0.069
N 2.15680 0.21856 0.41332 0.4148 -0.0910 1.0799 -0.015
O 2.99092 -0.56775 0.05359 -0.7531 1.1908 1.2394 -0.047
H 2.26513 0.60385 1.52225 0.4218 -1.2019 -2.3331 0.130
```
Positions in Å, forces in eV/Å.

The value obtained for the total energy is -11194.992 eV. The HOMO energy comes out at -10.11 eV. The calculation puts the orbital gap at 0.337 hartree. The energy above the lowest of the compared OMol25 structures with the same formula, charge and spin is 205.1 kJ/mol. Its molar mass is 94.03 g mol⁻¹. Its SMILES is O=[N+]([O-])O.N=O. Its total charge is 0.



2.
Entry from the OMol25 dataset: 10 unconnected molecules or ions with the total composition C33H44BCl38N2O2 in a non-equilibrium geometry (ωB97M-V with the def2-TZVPD basis set).

Structure (XYZ):
```
120
Properties=species:S:1:pos:R:3:forces:R:3:lowdin_charge:R:1
C 2.97851 -2.06266 1.44992 0.2515 0.3951 -0.4967 -0.133
C 3.82781 -2.68887 0.32452 -0.1491 -0.1668 0.1778 -0.270
C 4.97110 -1.79898 -0.16693 0.2565 -0.3387 0.1948 -0.211
C 6.18375 -1.74174 0.79957 -0.1701 -0.0817 -0.5025 -0.204
C 6.84153 -0.36542 0.85205 -0.4872 0.2127 0.5539 -0.197
C 5.89444 0.73863 1.41077 0.5273 -0.0142 -0.0841 -0.210
C 5.63175 1.82467 0.36800 0.2417 -0.0624 0.1488 -0.210
C 4.84861 3.07561 0.80950 -0.4727 -0.1915 -0.2400 -0.205
C 3.92042 2.93796 2.02361 0.2373 0.2287 -0.0197 -0.206
C 3.25525 4.30098 2.33126 0.0239 -0.0854 -0.4624 -0.208
C 1.72748 4.41921 2.43117 0.2627 -0.1536 0.2276 -0.206
C 1.12932 3.56708 3.56531 -0.1509 0.2748 0.0710 -0.203
C 0.52504 2.17009 3.33045 -0.0166 0.0583 0.1038 -0.185
C -0.58916 2.07688 2.25793 0.5997 -0.3272 0.2695 -0.187
C -0.33890 1.37022 0.90593 0.3708 0.6583 0.3189 -0.209
C -1.69640 0.98454 0.38277 -0.0874 -0.0663 -0.2779 -0.170
N -2.33922 -0.13781 1.13964 -1.2353 -1.4142 0.7861 -0.003
N -1.53064 -0.84284 1.97748 -1.5140 -1.0618 0.4434 0.168
C -2.06490 -1.84841 2.72271 -0.6106 1.5870 -1.6925 -0.002
C -3.45945 -2.19694 2.66090 0.1980 0.5147 -0.5345 -0.184
C -4.08380 -3.30848 3.52762 -0.2091 0.8548 0.0860 -0.681
Cl -4.52948 -4.66435 2.46557 0.1938 -0.1143 -0.1167 0.692
C -3.29759 -3.77666 4.75504 0.2155 -0.5334 0.1152 -0.747
C -4.01476 -4.84541 5.59154 0.1153 0.4686 -0.1115 -0.125
Cl -3.03929 -2.33674 5.79677 0.0514 0.1513 -0.0747 0.668
C -4.26109 -1.48088 1.75975 1.7313 0.6139 0.0695 0.092
C -3.68114 -0.40958 0.97173 0.7108 -0.7697 1.0647 -0.097
C -4.50287 0.37465 -0.00288 -0.0197 -0.4422 0.5372 0.004
B -4.54533 -0.26978 -1.47106 -0.0567 -0.1300 -0.4102 -0.674
O -4.73768 0.54145 -2.57041 0.6527 -0.6700 0.2059 0.121
O -4.45888 -1.63295 -1.58811 0.4894 0.7406 0.1621 0.165
H 1.91889 -2.28962 1.33764 0.0712 -0.1925 0.1866 0.009
H 3.04102 -0.97271 1.37244 0.0867 0.0318 0.1906 0.051
H 3.33226 -2.37347 2.43366 -0.1810 0.1164 0.0332 0.072
H 4.26043 -3.62487 0.69475 -0.0793 -0.0445 -0.1306 0.099
H 3.17961 -2.96526 -0.51647 0.1108 0.1156 0.0641 0.097
H 5.34053 -2.22687 -1.10434 -0.1288 0.3058 -0.1012 0.108
H 4.58969 -0.79191 -0.36654 0.0189 -0.0916 -0.0720 0.093
H 6.92030 -2.46599 0.43350 -0.0453 -0.0099 0.2118 0.110
H 5.89161 -2.07450 1.80015 -0.0102 0.1628 0.0453 0.110
H 7.71390 -0.42131 1.50878 0.1186 0.0027 -0.2987 0.108
H 7.16086 -0.07495 -0.15391 0.1530 -0.0944 0.0886 0.075
H 6.36538 1.19432 2.28863 -0.1489 -0.0783 0.0109 0.112
H 4.96592 0.27170 1.73793 -0.1293 0.0699 0.1125 0.088
H 5.14196 1.34177 -0.47792 -0.1275 0.0668 -0.1487 0.092
H 6.61885 2.13024 0.00082 -0.1662 0.0908 -0.0975 0.109
H 4.18591 3.36515 -0.01736 0.2851 0.1766 -0.0490 0.109
H 5.52493 3.91761 0.98272 0.0113 -0.0899 0.0296 0.113
H 4.53230 2.66018 2.88437 -0.2373 -0.3213 0.0307 0.106
H 3.19150 2.14880 1.82393 -0.0715 -0.0434 0.1544 0.101
H 3.66917 4.66563 3.27570 -0.0103 0.1696 -0.1268 0.111
H 3.57734 4.97853 1.53140 0.0030 0.1745 0.2763 0.102
H 1.55441 5.46737 2.70448 -0.1332 -0.1077 -0.1495 0.108
H 1.24009 4.28219 1.45952 -0.0007 -0.2365 0.0088 0.096
H 0.33152 4.14804 4.04253 0.0667 0.0341 -0.0577 0.107
H 1.93214 3.50540 4.30947 -0.2574 -0.2282 0.1352 0.114
H 0.00909 1.93243 4.26882 0.2983 -0.0585 -0.0024 0.104
H 1.29758 1.40295 3.23291 -0.0507 0.0055 -0.3461 0.102
H -1.39861 1.51669 2.73919 -0.0937 0.4021 -0.0598 0.094
H -0.92390 3.09265 2.03026 -0.2810 -0.0779 0.0856 0.094
H 0.06660 2.09254 0.18646 -0.0406 -0.1173 0.0440 0.102
H 0.37827 0.54885 0.94134 -0.1813 -0.0816 0.1885 0.099
H -1.69809 0.73870 -0.68387 -0.0406 -0.2789 0.2099 0.073
H -2.32492 1.87133 0.48858 -0.2074 -0.2387 0.1181 0.089
H -1.37980 -2.38172 3.37858 0.0122 0.3272 -0.2529 0.117
H -5.02879 -2.90370 3.91090 0.1145 -0.0862 -0.1168 0.113
H -2.29990 -4.14755 4.49868 -0.1585 0.1162 -0.1781 0.100
H -3.36809 -5.13028 6.42846 -0.1700 0.0433 -0.2041 0.087
H -4.93862 -4.42085 5.99632 0.0531 -0.1750 -0.0630 0.086
H -4.23770 -5.72359 4.98725 0.0181 0.0065 0.0346 0.060
H -5.32325 -1.70332 1.65767 0.2976 0.1055 -0.0660 0.145
H -4.25752 1.43632 -0.01897 0.0806 -0.0626 -0.0686 0.072
H -5.54117 0.31353 0.34791 0.0213 0.0604 -0.0395 0.129
H -4.07625 1.23862 -2.62349 -0.3714 0.4821 0.0026 0.049
H -4.06898 -1.86602 -2.44708 -0.5752 -0.1610 -0.0812 0.044
C 0.56307 0.99029 -3.81874 0.0245 -0.0027 0.0695 -2.036
Cl -1.02460 0.92541 -4.58271 -0.1069 0.0254 -0.1478 0.515
Cl 1.71449 0.00285 -4.70392 -0.1175 -0.0501 -0.0851 0.540
Cl 1.12629 2.65589 -3.75332 -0.0036 -0.0001 0.0742 0.556
Cl 0.39751 0.34103 -2.17102 0.2171 -0.0153 -0.0109 0.565
C -3.19172 4.87016 -0.92296 -0.0784 -0.0211 0.0563 -2.024
Cl -3.66903 6.15841 -2.01321 -0.0122 -0.0566 0.0555 0.582
Cl -1.80046 5.36759 0.03951 -0.0107 -0.0187 0.0006 0.561
Cl -4.52921 4.41760 0.13701 -0.0031 0.1127 0.0818 0.516
Cl -2.75051 3.42609 -1.86289 0.2806 -0.0742 -0.3238 0.560
C 6.77958 0.55871 -4.78358 0.0357 -0.0057 0.0278 -2.046
Cl 5.04903 0.20333 -4.89994 0.0165 0.0245 0.0183 0.487
Cl 7.68507 -0.60274 -5.75262 0.0061 0.0061 -0.0044 0.531
Cl 7.07676 2.19365 -5.36918 0.0153 0.0119 0.0470 0.514
Cl 7.28182 0.43263 -3.09285 -0.0096 0.0036 0.0148 0.534
C 1.49224 -6.07922 2.62748 0.0403 0.0326 -0.2731 -2.047
Cl 1.17766 -4.86619 1.37622 -0.0496 -0.0723 -0.0454 0.549
Cl 0.18861 -7.26403 2.59284 0.1473 -0.0101 0.1868 0.491
Cl 3.03320 -6.86578 2.29524 -0.0451 0.0195 0.0694 0.554
Cl 1.54308 -5.28300 4.19838 0.0021 0.0105 0.1230 0.529
C -4.05383 -9.43416 2.27205 0.1198 -0.1039 -0.0591 -2.051
Cl -4.28990 -10.57720 0.95012 -0.0089 0.0372 0.0393 0.543
Cl -4.19112 -10.26928 3.81616 -0.0201 0.0061 0.0234 0.540
Cl -2.43979 -8.71045 2.13722 -0.2407 -0.0718 -0.0607 0.471
Cl -5.26715 -8.15587 2.17485 -0.0881 0.0321 0.0119 0.504
C 8.22762 2.92143 -9.07068 0.0146 -0.0088 0.0161 -2.064
Cl 8.49312 3.22463 -10.78729 -0.0006 -0.0008 0.0022 0.534
Cl 7.32165 1.42023 -8.86505 -0.0291 -0.0321 -0.0873 0.501
Cl 9.78109 2.78368 -8.24391 0.0108 0.0018 0.0103 0.523
Cl 7.30848 4.26172 -8.37188 -0.0121 0.0201 0.0044 0.508
C -4.53159 -1.46067 -5.86104 -0.0517 0.0771 0.0279 -2.023
Cl -4.65893 -2.55804 -7.22717 0.0317 0.0363 0.0153 0.569
Cl -6.01741 -1.50841 -4.91298 -0.0398 -0.0371 -0.0345 0.567
Cl -3.16746 -1.95415 -4.83149 0.0960 -0.1671 0.0773 0.544
Cl -4.22892 0.18388 -6.41985 0.0652 -0.0471 -0.0909 0.518
C -8.18626 3.74035 1.31955 -0.0353 0.0268 -0.0027 -2.061
Cl -8.21147 2.61051 -0.04093 0.0090 -0.0236 -0.0487 0.518
Cl -9.65839 3.56968 2.26648 0.0149 -0.0145 -0.0171 0.553
Cl -6.78337 3.37105 2.34391 0.0211 -0.0251 0.0708 0.484
Cl -8.04743 5.38898 0.71489 -0.0051 -0.0173 0.0042 0.536
C -7.43842 3.18078 -6.60496 -0.0131 -0.0018 -0.0196 -2.061
Cl -6.30686 4.52818 -6.76436 0.0117 0.0160 0.0011 0.522
Cl -6.85304 2.07367 -5.35659 -0.0825 0.0550 0.1265 0.485
Cl -9.02959 3.79385 -6.15540 0.0088 -0.0021 0.0019 0.534
Cl -7.54486 2.31639 -8.13923 0.0004 -0.0013 -0.0110 0.533
```
Positions in Å, forces in eV/Å.

The value obtained for the total energy is -518532.543 eV. The HOMO energy comes out at -12.16 eV. The calculation puts the orbital gap at 0.301 hartree. The energy above the lowest of the compared OMol25 structures with the same formula, charge and spin is 0.0 kJ/mol. Its molar mass is 1858.75 g mol⁻¹. Its total charge is +1.



> The highest orbital gap belongs to which entry?

H2N2O4



Please write out number 1 again, unchanged.
Entry from the OMol25 dataset: 2 unconnected molecules or ions with the total composition H2N2O4 in a non-equilibrium geometry (ωB97M-V with the def2-TZVPD basis set).

Structure (XYZ):
```
8
Properties=species:S:1:pos:R:3:forces:R:3:lowdin_charge:R:1
O -2.37616 -0.70330 -1.17984 -1.3738 -3.9395 -3.8101 0.166
N -1.95896 0.05346 -0.43933 2.0747 1.7961 1.8546 -0.504
O -2.51958 0.95267 0.07489 -0.2121 1.4457 1.0976 0.134
O -0.64113 -0.09271 0.01189 -0.8498 1.8110 2.9678 0.066
H 0.08299 -0.46477 -0.45677 0.2777 -1.0112 -2.0959 0.069
N 2.15680 0.21856 0.41332 0.4148 -0.0910 1.0799 -0.015
O 2.99092 -0.56775 0.05359 -0.7531 1.1908 1.2394 -0.047
H 2.26513 0.60385 1.52225 0.4218 -1.2019 -2.3331 0.130
```
Positions in Å, forces in eV/Å.

The value obtained for the total energy is -11194.992 eV. The HOMO energy comes out at -10.11 eV. The calculation puts the orbital gap at 0.337 hartree. The energy above the lowest of the compared OMol25 structures with the same formula, charge and spin is 205.1 kJ/mol. Its molar mass is 94.03 g mol⁻¹. Its SMILES is O=[N+]([O-])O.N=O. Its total charge is 0.



> Which of these has the lowest energy above the lowest of the compared OMol25 structures with the same formula, charge and spin?

C33H44BCl38N2O2



> Number 1 is which compound?

H2N2O4